(1)
Below is a single C4H9ClN2 molecule at a distorted geometry, with properties calculated with wB97M-V/def2-TZVPD.

LUMO level in eV: 0.62
Energy above the lowest of the compared OMol25 structures with the same formula, charge and spin in kJ/mol: 359.9
Highest occupied orbital energy in eV: -9.4
Structure (SMILES): NC1(CCl)CNC1
Kohn-Sham gap in hartree: 0.367

Each line ends with the natural charge from an NBO analysis.
Geometry (Å):
N1 0.548 1.926 -0.076  -0.5907
H1 1.456 0.795 1.556  0.2245
H2 1.023 -1.687 -0.325  0.3605
H3 1.945 0.309 -0.226  0.1926
H4 1.180 2.273 -1.040  0.3411
H5 -0.655 0.728 -1.750  0.1954
C1 -0.796 -1.107 0.965  -0.3524
C2 -0.681 1.190 -0.620  -0.2611
H6 -0.607 -1.813 -1.383  0.3650
H7 -1.619 1.663 -0.379  0.2172
C3 -0.129 -0.162 -0.068  0.0705
H8 -1.690 -1.487 0.385  0.2171
Cl1 -1.602 -0.250 2.414  -0.1080
N2 0.306 -1.143 -1.056  -0.8275
H9 0.105 -1.784 1.180  0.2173
C4 1.217 0.550 0.422  -0.2615

---

(2)
Below is a 2-piece molecular cluster, C4H9ClN2O overall at a distorted geometry, with properties calculated with wB97M-V/def2-TZVPD.

LUMO level in eV: 0.42
Energy above the lowest of the compared OMol25 structures with the same formula, charge and spin in kJ/mol: 120.0
Highest occupied orbital energy in eV: -9.6
Structure (SMILES): CC(C)Cl.NN=C=O
Kohn-Sham gap in hartree: 0.367

Each line ends with the natural charge from an NBO analysis.
Geometry (Å):
N1 -3.549 -0.436 -0.304  -0.6216
C1 1.929 -0.500 1.209  -0.6211
O1 -1.426 2.419 0.114  -0.5174
H1 -3.019 -1.113 -0.852  0.3608
H2 -4.042 -0.919 0.444  0.3692
C2 -2.107 1.478 0.056  0.8206
H3 2.843 -1.004 0.898  0.2135
H4 1.185 -1.255 1.457  0.2094
H5 2.138 0.093 2.097  0.2227
H6 0.775 0.277 -1.967  0.2226
C3 1.408 0.383 0.091  -0.1703
Cl1 2.672 1.601 -0.306  -0.0924
H7 0.545 0.962 0.424  0.2168
H8 1.966 -0.947 -1.505  0.2155
N2 -2.690 0.464 0.294  -0.4090
H9 0.284 -1.106 -0.978  0.2032
C4 1.086 -0.397 -1.172  -0.6224

---

(3)
Below is a single C4H9ClN2S molecule at a distorted geometry, with properties calculated with wB97M-V/def2-TZVPD.

LUMO level in eV: 0.58
Energy above the lowest of the compared OMol25 structures with the same formula, charge and spin in kJ/mol: 7.9
Highest occupied orbital energy in eV: -9.3
Structure (SMILES): C/N=C\NSCCCl
Kohn-Sham gap in hartree: 0.362

Each line ends with the natural charge from an NBO analysis.
Geometry (Å):
H1 -0.723 -1.266 0.620  0.2237
H2 -2.331 0.383 -0.450  0.2208
N1 0.264 1.258 -0.548  -0.8038
H3 -1.181 -0.665 2.157  0.2297
H4 1.188 -1.413 -0.353  0.1744
C1 2.201 -1.019 -0.445  -0.4491
N2 2.293 0.129 -1.314  -0.4514
S1 0.127 0.944 1.129  0.4047
H5 2.853 -1.797 -0.817  0.2016
H6 1.543 1.834 -2.075  0.1670
H7 -0.217 2.095 -0.779  0.3916
H8 -2.844 0.871 1.208  0.2175
C2 -1.095 -0.393 1.151  -0.5586
C3 -2.444 0.061 0.611  -0.3781
H9 2.551 -0.782 0.572  0.2064
Cl1 -3.612 -1.291 0.653  -0.0673
C4 1.428 1.052 -1.319  0.2710

---

(4)
Below is a 2-piece molecular cluster, C4H9ClO2 overall at a distorted geometry, with properties calculated with wB97M-V/def2-TZVPD.

LUMO level in eV: 0.81
Energy above the lowest of the compared OMol25 structures with the same formula, charge and spin in kJ/mol: 346.1
Highest occupied orbital energy in eV: -7.7
Kohn-Sham gap in hartree: 0.313

Each line ends with the natural charge from an NBO analysis.
Geometry (Å):
H1 -0.919 -0.295 2.239  0.2294
H2 2.372 -1.689 -0.268  0.4818
H3 -0.738 2.074 -2.477  0.1904
Cl1 1.193 -2.129 2.200  -0.1074
C1 -0.183 0.365 0.248  0.1842
H4 -0.275 -2.409 0.266  0.1680
O1 -0.814 0.553 -0.999  -0.5269
H5 0.766 0.819 0.424  0.1651
C2 -0.020 1.405 -1.864  -0.2613
H6 -2.236 0.353 0.998  0.2276
H7 -1.042 1.444 1.733  0.2051
H8 0.399 0.729 -2.612  0.1944
C3 0.536 -1.799 0.540  0.0579
O2 1.437 -1.966 -0.492  -0.7193
H9 0.674 2.045 -1.311  0.1829
C4 -1.149 0.500 1.374  -0.6718

---

(5)
Below is a single C4H9ClSi molecule at a distorted geometry, with properties calculated with wB97M-V/def2-TZVPD.

LUMO level (alpha / beta) in eV: 0.02 / -0.24
Energy above the lowest of the compared OMol25 structures with the same formula, charge and spin in kJ/mol: 500.4
Highest occupied orbital energy (alpha / beta) in eV: -8.7 / -8.4
Structure (SMILES): C[SiH](C)/C=C/Cl
Kohn-Sham gap (alpha / beta) in hartree: 0.319 / 0.301

Each line ends with the natural charge from an NBO analysis.
Geometry (Å):
Si1 0.325 -0.506 -0.610  1.3214
C1 -1.154 0.553 -0.745  -0.6360
H1 -1.977 0.941 1.728  0.1926
H2 2.927 -0.211 -1.138  0.2450
H3 -0.429 -0.680 1.740  0.2344
H4 -0.282 -1.563 -1.419  -0.1792
C2 1.990 0.352 -1.091  -1.0644
H5 1.936 0.903 -1.998  0.2345
C3 0.498 -1.058 1.247  -1.0709
H6 1.391 -0.775 1.829  0.2425
Cl1 -3.666 1.508 0.363  0.0102
H7 0.336 -2.133 1.153  0.2377
H8 2.173 1.022 -0.263  0.2359
C4 -2.151 0.812 0.698  -0.2222
H9 -1.916 0.833 -1.493  0.2185

---

(6)
Below is a single C4H9ClSi2 molecule at a distorted geometry, with properties calculated with wB97M-V/def2-TZVPD.

LUMO level in eV: 0.60
Energy above the lowest of the compared OMol25 structures with the same formula, charge and spin in kJ/mol: 0.0
Highest occupied orbital energy in eV: -9.6
Structure (SMILES): C=C[SiH](C=C)[SiH2]Cl
Kohn-Sham gap in hartree: 0.374

Each line ends with the natural charge from an NBO analysis.
Geometry (Å):
C1 -1.921 1.597 0.066  -0.3468
Si1 2.196 0.777 -0.795  0.6060
C2 -0.166 -1.521 -0.282  -0.6577
H1 -0.183 -1.322 -1.331  0.2238
H2 -0.916 -3.606 -0.277  0.2082
C3 -0.858 1.339 0.887  -0.6098
H3 0.988 -0.366 2.106  -0.1344
H4 -0.866 1.903 1.769  0.2113
Si2 0.442 -0.072 0.715  0.9238
H5 3.367 1.789 -0.621  -0.1302
H6 -2.395 0.927 -0.692  0.2091
Cl1 1.230 1.791 -2.359  -0.4019
C4 -0.669 -2.643 0.235  -0.3176
H7 -0.801 -2.663 1.328  0.1861
H8 -2.520 2.387 0.498  0.1920
H9 3.074 -0.319 -1.248  -0.1619

---

- What is the energy above the lowest of the compared OMol25 structures with the same formula, charge and spin in the sixth record?
  0.0 kJ/mol

---

Repeat the fourth record exactly.
Below is a 2-piece molecular cluster, C4H9ClO2 overall at a distorted geometry, with properties calculated with wB97M-V/def2-TZVPD.

LUMO level in eV: 0.81
Energy above the lowest of the compared OMol25 structures with the same formula, charge and spin in kJ/mol: 346.1
Highest occupied orbital energy in eV: -7.7
Kohn-Sham gap in hartree: 0.313

Each line ends with the natural charge from an NBO analysis.
Geometry (Å):
H1 -0.919 -0.295 2.239  0.2294
H2 2.372 -1.689 -0.268  0.4818
H3 -0.738 2.074 -2.477  0.1904
Cl1 1.193 -2.129 2.200  -0.1074
C1 -0.183 0.365 0.248  0.1842
H4 -0.275 -2.409 0.266  0.1680
O1 -0.814 0.553 -0.999  -0.5269
H5 0.766 0.819 0.424  0.1651
C2 -0.020 1.405 -1.864  -0.2613
H6 -2.236 0.353 0.998  0.2276
H7 -1.042 1.444 1.733  0.2051
H8 0.399 0.729 -2.612  0.1944
C3 0.536 -1.799 0.540  0.0579
O2 1.437 -1.966 -0.492  -0.7193
H9 0.674 2.045 -1.311  0.1829
C4 -1.149 0.500 1.374  -0.6718

---

Please write out number 1 again, unchanged.
Below is a single C4H9ClN2 molecule at a distorted geometry, with properties calculated with wB97M-V/def2-TZVPD.

LUMO level in eV: 0.62
Energy above the lowest of the compared OMol25 structures with the same formula, charge and spin in kJ/mol: 359.9
Highest occupied orbital energy in eV: -9.4
Structure (SMILES): NC1(CCl)CNC1
Kohn-Sham gap in hartree: 0.367

Each line ends with the natural charge from an NBO analysis.
Geometry (Å):
N1 0.548 1.926 -0.076  -0.5907
H1 1.456 0.795 1.556  0.2245
H2 1.023 -1.687 -0.325  0.3605
H3 1.945 0.309 -0.226  0.1926
H4 1.180 2.273 -1.040  0.3411
H5 -0.655 0.728 -1.750  0.1954
C1 -0.796 -1.107 0.965  -0.3524
C2 -0.681 1.190 -0.620  -0.2611
H6 -0.607 -1.813 -1.383  0.3650
H7 -1.619 1.663 -0.379  0.2172
C3 -0.129 -0.162 -0.068  0.0705
H8 -1.690 -1.487 0.385  0.2171
Cl1 -1.602 -0.250 2.414  -0.1080
N2 0.306 -1.143 -1.056  -0.8275
H9 0.105 -1.784 1.180  0.2173
C4 1.217 0.550 0.422  -0.2615

---

- Among the records above, which one has the lowest energy above the lowest of the compared OMol25 structures with the same formula, charge and spin?
  C4H9ClSi2